[1]
{"formula": "C6H10O", "method": "the ωB97M-V functional and the def2-TZVPD basis", "symbols": ["C", "C", "C", "C", "O", "C", "C", "H", "H", "H", "H", "H", "H", "H", "H", "H", "H"], "positions_angstrom": [[0.108, -0.125, -2.110], [-0.416, 0.480, -0.812], [-1.223, -0.331, 0.271], [-0.168, 0.077, 1.303], [-0.408, 0.488, 2.605], [1.162, -0.460, 0.864], [0.619, 0.813, 0.261], [-0.684, -0.287, -2.849], [0.627, -1.077, -1.953], [0.831, 0.571, -2.555], [-0.988, 1.382, -1.058], [-1.297, -1.420, 0.205], [-2.221, 0.093, 0.421], [-0.285, -0.274, 3.184], [1.981, -0.310, 1.562], [1.228, -1.379, 0.277], [1.133, 1.759, 0.382]], "atomic_forces_ev_per_a": [[-0.004, -0.046, 0.033], [0.027, 0.103, -0.058], [-0.045, -0.123, 0.159], [0.055, -0.050, -0.255], [-0.048, -0.187, 0.109], [0.108, -0.114, 0.078], [0.099, 0.302, -0.041], [0.058, -0.024, 0.181], [-0.104, 0.123, 0.027], [-0.130, -0.134, 0.051], [0.056, -0.139, 0.079], [-0.123, 0.056, -0.435], [0.240, -0.062, 0.136], [-0.061, 0.167, -0.055], [-0.152, 0.003, -0.026], [-0.036, 0.226, 0.110], [0.059, -0.099, -0.096]], "nbo_charge": [-0.61, -0.20, -0.42, 0.24, -0.69, -0.46, -0.24, 0.21, 0.20, 0.21, 0.21, 0.20, 0.22, 0.47, 0.23, 0.20, 0.22], "smiles": "C[C@H]1C[C@@]2(O)C[C@@H]12", "mol_weight_g_mol": 98.14, "energy_ev": -8429.882, "e_homo_ev": -9.5}

[2]
{"formula": "C6H10O", "method": "the ωB97M-V functional and the def2-TZVPD basis", "symbols": ["C", "C", "C", "C", "O", "C", "C", "H", "H", "H", "H", "H", "H", "H", "H", "H", "H"], "positions_angstrom": [[-1.846, 0.743, -0.793], [-0.689, 0.770, 0.135], [-0.591, -0.175, 1.311], [0.631, -0.837, 0.792], [0.312, -0.906, -0.659], [1.637, -0.394, -0.932], [1.705, 0.152, 0.440], [-1.588, 1.191, -1.754], [-2.686, 1.327, -0.377], [-2.189, -0.277, -0.961], [-0.165, 1.701, 0.230], [-0.428, 0.351, 2.252], [-1.450, -0.848, 1.382], [0.877, -1.859, 1.093], [1.656, 0.257, -1.803], [2.152, -1.299, -1.285], [2.663, 0.102, 0.929]], "atomic_forces_ev_per_a": [[0.046, -0.029, -0.047], [-1.134, 1.435, 0.875], [-0.138, 0.340, 0.005], [-0.831, -0.488, -0.720], [0.085, -1.273, -0.525], [-0.990, -0.304, -1.415], [1.521, -1.134, 0.034], [-0.039, -0.017, -0.021], [0.182, -0.106, -0.060], [-0.056, -0.011, -0.065], [-0.070, 0.356, 0.123], [-0.050, -0.050, 0.125], [0.038, 0.053, 0.030], [0.352, 0.036, 0.364], [-0.108, 0.420, -0.020], [0.874, 0.094, 0.757], [0.315, 0.678, 0.561]], "nbo_charge": [-0.68, 0.01, -0.49, 0.05, -0.52, -0.13, -0.27, 0.22, 0.22, 0.22, 0.20, 0.22, 0.21, 0.19, 0.19, 0.19, 0.18], "mol_weight_g_mol": 98.14, "energy_ev": -8425.390, "e_homo_ev": [-6.6, -8.1]}

[3]
{"formula": "C6H10O", "method": "the ωB97M-V functional and the def2-TZVPD basis", "symbols": ["C", "C", "C", "C", "C", "C", "O", "H", "H", "H", "H", "H", "H", "H", "H", "H", "H"], "positions_angstrom": [[-2.122, -0.878, 0.241], [-1.417, 0.219, -0.022], [-1.938, 1.489, -0.620], [0.037, 0.247, 0.367], [1.029, -0.397, -0.248], [2.450, -0.345, 0.262], [3.438, -1.141, -0.325], [-3.206, -0.801, 0.221], [-1.642, -1.794, 0.577], [-1.258, 1.884, -1.376], [-1.846, 2.216, 0.179], [-2.950, 1.388, -1.019], [0.229, 0.940, 1.209], [0.797, -1.018, -1.110], [2.356, -0.693, 1.304], [2.720, 0.715, 0.352], [3.324, -2.031, 0.007]], "atomic_forces_ev_per_a": [[-0.371, 0.439, 0.078], [1.196, -0.717, -0.154], [0.211, -0.071, 0.532], [-0.171, 0.438, -0.408], [-0.385, -0.078, -0.130], [-0.889, 0.106, 1.972], [0.102, 0.352, -0.905], [0.044, -0.469, -0.450], [-0.197, 0.260, 0.216], [-0.057, -0.336, -0.268], [-0.568, 0.546, 0.143], [0.133, 0.191, 0.231], [0.152, -0.454, -0.384], [0.091, -0.021, 0.003], [0.098, 0.336, 0.006], [0.589, -0.345, -0.454], [0.022, -0.179, -0.026]], "nbo_charge": [-0.41, 0.00, -0.64, -0.23, -0.21, -0.10, -0.70, 0.19, 0.20, 0.22, 0.22, 0.22, 0.20, 0.21, 0.16, 0.19, 0.47], "smiles": "C=C(C)/C=C/CO", "mol_weight_g_mol": 98.14, "energy_ev": -8429.737, "e_homo_ev": -9.0}

[4]
{"formula": "C6H10O", "method": "the ωB97M-V functional and the def2-TZVPD basis", "symbols": ["C", "C", "O", "C", "C", "C", "C", "H", "H", "H", "H", "H", "H", "H", "H", "H", "H"], "positions_angstrom": [[1.189, 1.462, -0.879], [-0.184, 0.870, -0.552], [-0.390, -0.290, -1.365], [-1.065, -1.310, -0.638], [-0.818, -1.018, 0.825], [0.608, -0.750, 1.218], [-0.311, 0.388, 0.883], [1.910, 0.653, -1.039], [1.543, 2.086, -0.045], [1.151, 2.063, -1.792], [-0.974, 1.613, -0.757], [-2.146, -1.330, -0.854], [-0.651, -2.273, -0.955], [-1.514, -1.404, 1.565], [1.390, -0.948, 0.489], [0.896, -0.907, 2.255], [-0.634, 1.094, 1.640]], "atomic_forces_ev_per_a": [[-0.129, 0.042, -0.035], [0.052, 0.154, 0.162], [0.060, -0.024, -0.038], [-0.071, -0.225, 0.105], [-0.120, -0.073, 0.005], [0.169, -0.027, 0.067], [0.013, 0.179, 0.026], [-0.123, 0.138, 0.085], [-0.136, -0.091, -0.294], [0.044, -0.067, 0.136], [0.136, -0.162, 0.042], [0.175, 0.182, 0.020], [0.000, 0.119, -0.032], [0.122, 0.075, -0.135], [-0.134, -0.158, 0.137], [-0.118, 0.046, -0.189], [0.060, -0.108, -0.061]], "nbo_charge": [-0.62, 0.10, -0.54, -0.06, -0.26, -0.43, -0.25, 0.22, 0.21, 0.21, 0.17, 0.17, 0.18, 0.23, 0.22, 0.22, 0.23], "smiles": "C[C@H]1OC[C@H]2C[C@H]21", "mol_weight_g_mol": 98.14, "energy_ev": -8430.603, "e_homo_ev": -9.6}

[5]
{"formula": "C6H10O", "method": "the ωB97M-V functional and the def2-TZVPD basis", "symbols": ["O", "C", "C", "C", "C", "C", "C", "H", "H", "H", "H", "H", "H", "H", "H", "H", "H"], "positions_angstrom": [[-0.831, 2.212, -0.458], [-1.040, 0.806, -0.393], [-0.163, 0.049, -1.385], [1.188, -0.053, -0.723], [0.942, -1.369, 0.779], [-0.306, -0.894, 1.386], [-0.909, 0.247, 1.003], [-0.079, 2.407, 0.113], [-2.103, 0.683, -0.657], [-0.205, 0.560, -2.362], [-0.516, -0.974, -1.517], [1.510, 0.999, -0.456], [2.011, -0.477, -1.284], [1.044, -2.496, 0.941], [1.852, -0.932, 1.144], [-0.828, -1.490, 2.151], [-1.567, 0.721, 1.720]], "atomic_forces_ev_per_a": [[0.290, 0.112, 0.121], [-0.033, -0.275, 0.021], [0.006, -0.287, 0.177], [-0.040, -1.238, 0.574], [0.075, 1.214, -1.280], [0.068, 0.613, -0.159], [-0.575, -0.196, 0.178], [-0.053, 0.146, -0.070], [0.241, -0.004, 0.017], [0.305, -0.076, 0.366], [-0.361, 0.082, -0.130], [-0.128, -1.414, 0.752], [-0.112, -0.247, -0.265], [0.084, 1.240, -1.633], [0.092, 0.161, 1.149], [0.789, 0.396, 0.267], [-0.648, -0.226, -0.085]], "nbo_charge": [-0.71, 0.06, -0.47, -0.35, -0.44, -0.20, -0.24, 0.46, 0.19, 0.23, 0.21, 0.19, 0.21, 0.22, 0.22, 0.21, 0.20], "mol_weight_g_mol": 98.14, "energy_ev": -8428.272, "e_homo_ev": -8.6}

[6]
{"formula": "C6H10O", "method": "the ωB97M-V functional and the def2-TZVPD basis", "symbols": ["C", "C", "O", "C", "C", "C", "C", "H", "H", "H", "H", "H", "H", "H", "H", "H", "H"], "positions_angstrom": [[-1.326, 1.978, 0.927], [-0.479, 0.816, 0.555], [0.423, 0.291, 1.357], [1.150, -0.318, 0.247], [0.878, -1.822, 0.225], [-0.402, -1.482, -0.522], [-0.172, 0.089, -0.622], [-1.974, 1.680, 1.757], [-0.735, 2.841, 1.248], [-1.956, 2.272, 0.084], [2.020, 0.912, -1.779], [2.236, 0.452, -1.123], [0.771, -2.297, 1.199], [1.617, -2.363, -0.376], [-0.413, -1.844, -1.547], [-1.334, -1.715, -0.014], [-0.304, 0.508, -1.616]], "atomic_forces_ev_per_a": [[0.039, -0.108, 0.012], [-0.190, -0.059, 0.044], [-0.049, -0.024, 0.064], [-0.037, -0.143, 0.447], [-0.046, -0.084, -0.004], [-0.134, -0.193, -0.024], [-0.171, 0.078, -0.135], [0.015, 0.141, -0.024], [0.006, -0.092, -0.017], [0.120, -0.077, 0.098], [1.054, -0.828, 1.004], [-0.429, 1.451, -1.824], [-0.050, 0.040, -0.034], [-0.124, 0.118, 0.175], [-0.094, -0.117, 0.103], [-0.009, -0.115, -0.110], [0.099, 0.011, 0.227]], "nbo_charge": [-0.68, 0.41, -0.41, 0.14, -0.50, -0.35, -0.38, 0.24, 0.24, 0.23, -0.10, 0.04, 0.22, 0.21, 0.22, 0.21, 0.24], "mol_weight_g_mol": 98.14, "energy_ev": -8425.670, "e_homo_ev": -7.2}

[7]
{"formula": "C6H10O", "method": "the ωB97M-V functional and the def2-TZVPD basis", "symbols": ["C", "C", "O", "C", "C", "C", "C", "H", "H", "H", "H", "H", "H", "H", "H", "H", "H"], "positions_angstrom": [[0.261, 0.238, 1.971], [0.491, -0.410, 0.618], [-0.683, -1.248, 0.296], [-1.420, -0.509, -0.574], [-0.728, 0.436, -1.227], [-0.205, 1.770, -0.864], [0.617, 0.516, -0.583], [0.036, -0.518, 2.730], [-0.580, 0.941, 1.927], [1.159, 0.789, 2.272], [1.341, -1.098, 0.657], [-2.469, -0.786, -0.630], [-0.706, 2.296, -0.053], [0.198, 2.429, -1.633], [1.494, 0.386, -1.219], [0.817, -2.865, -2.011], [0.377, -2.366, -1.680]], "atomic_forces_ev_per_a": [[-0.033, 0.022, -0.006], [0.161, 0.087, 0.067], [-0.099, -0.008, -0.054], [-0.076, 0.058, -0.083], [-0.119, -0.146, 0.132], [0.001, 0.230, 0.050], [0.210, -0.113, 0.035], [0.044, 0.117, -0.117], [0.119, -0.112, -0.011], [-0.137, -0.076, -0.041], [-0.109, 0.136, -0.007], [0.169, 0.086, 0.018], [0.097, -0.111, -0.140], [-0.077, -0.159, 0.122], [-0.189, 0.020, 0.077], [-0.007, 0.030, -0.003], [0.045, -0.061, -0.038]], "nbo_charge": [-0.63, 0.09, -0.50, 0.18, -0.19, -0.38, -0.29, 0.22, 0.21, 0.22, 0.20, 0.20, 0.22, 0.22, 0.22, -0.01, 0.00], "smiles": "C[C@H]1OC=C2C[C@H]21.[H][H]", "mol_weight_g_mol": 98.14, "energy_ev": -8427.592, "e_homo_ev": -8.2}

[8]
{"formula": "C6H10O", "method": "the ωB97M-V functional and the def2-TZVPD basis", "symbols": ["O", "C", "C", "C", "C", "C", "C", "H", "H", "H", "H", "H", "H", "H", "H", "H", "H"], "positions_angstrom": [[1.845, -0.988, 1.131], [1.237, -0.474, -0.052], [1.015, 1.014, 0.037], [-0.167, 1.604, -0.133], [-1.444, 0.826, -0.310], [-1.295, -0.581, 0.268], [-0.052, -1.260, -0.301], [2.718, -0.579, 1.206], [1.915, -0.658, -0.900], [1.902, 1.619, 0.227], [-0.230, 2.690, -0.125], [-1.708, 0.776, -1.377], [-2.269, 1.357, 0.178], [-1.206, -0.515, 1.359], [-2.186, -1.179, 0.046], [0.081, -2.258, 0.127], [-0.178, -1.390, -1.382]], "atomic_forces_ev_per_a": [[0.286, 0.092, 0.138], [-0.169, 0.055, -0.285], [-0.143, 0.116, -0.045], [0.181, -0.103, 0.043], [-0.045, 0.003, 0.007], [-0.022, 0.003, 0.028], [-0.030, -0.054, -0.068], [-0.186, -0.106, 0.128], [-0.042, 0.005, 0.098], [-0.110, -0.052, -0.095], [0.011, -0.119, 0.037], [0.043, -0.012, 0.127], [0.116, -0.051, -0.043], [-0.015, 0.010, -0.132], [0.135, 0.067, 0.050], [-0.001, 0.101, -0.060], [-0.009, 0.043, 0.075]], "nbo_charge": [-0.72, 0.06, -0.22, -0.16, -0.45, -0.39, -0.41, 0.46, 0.16, 0.20, 0.20, 0.21, 0.22, 0.21, 0.21, 0.23, 0.20], "smiles": "O[C@@H]1C=CCCC1", "mol_weight_g_mol": 98.14, "energy_ev": -8431.160, "e_homo_ev": -9.5}